1.
The following is a quantum chemistry calculation of a 5-piece molecular cluster, C6H19N9O4 overall, from the Open Molecules 2025 dataset.

HOMO energy (alpha / beta), eV: 0.174 / -6.902
LUMO (alpha / beta), eV: 2.39 / 2.38
Net charge: -1
<S²>: 0.750
HOMO-LUMO gap (alpha / beta), eV: 2.211 / 9.281
2S+1: 2

```
38
Properties=species:S:1:pos:R:3:nbo_charge:R:1
C 0.481 1.336 3.843 0.75
O -0.077 1.384 4.872 -0.67
N 0.527 2.336 3.003 -0.85
N 1.391 0.396 3.560 -0.86
H 1.129 2.337 2.192 0.41
H -0.119 3.049 3.308 0.41
H 1.946 0.517 2.725 0.38
H 1.533 -0.478 4.045 0.40
C -5.891 -0.654 -2.427 0.75
O -4.880 -1.219 -2.878 -0.67
N -5.973 -0.270 -1.160 -0.84
N -6.908 -0.259 -3.135 -0.84
H -6.834 0.086 -0.768 0.37
H -5.156 -0.484 -0.606 0.43
H -6.868 -0.707 -4.039 0.41
H -7.696 0.266 -2.784 0.39
C 3.247 2.179 -0.009 0.74
O 3.148 3.400 0.171 -0.73
N 2.767 1.598 -1.072 -0.85
N 3.730 1.366 0.885 -0.86
H 2.726 0.589 -1.075 0.43
H 2.496 2.082 -1.916 0.39
H 3.737 0.359 0.819 0.40
H 4.079 1.754 1.749 0.40
C 2.611 -2.255 -1.015 0.48
O 2.708 -1.001 -1.056 -0.81
N 1.556 -2.885 -1.397 -0.86
N 3.580 -3.042 -0.591 -1.07
H 0.821 -2.421 -1.911 0.40
H 1.688 -3.874 -1.555 0.34
H 3.426 -4.018 -0.382 0.28
H 4.476 -2.673 -0.303 0.37
C -0.136 0.307 0.014 -0.76
C -1.483 0.011 -0.453 0.31
N -2.494 -0.230 -0.855 -0.37
H 0.472 -0.597 0.060 0.27
H -0.127 0.879 0.941 0.25
H 0.367 0.836 -0.797 0.27
```

***

2.
The following is a quantum chemistry calculation of a 3-piece molecular cluster, C6H19NO2 overall, from the Open Molecules 2025 dataset.

Relative energy (zero: lowest compared OMol25 entry of this formula, charge and spin), kcal per mole: 46.3
HOMO energy, eV: -9.188
LUMO, eV: 0.69
Structure (SMILES): CCCCCNC.O.O
HOMO-LUMO gap, eV: 9.881

```
28
Properties=species:S:1:pos:R:3:nbo_charge:R:1
C 2.774 2.334 0.193 -0.62
C 1.475 1.809 0.824 -0.42
C 1.124 0.341 0.646 -0.38
C 0.476 -0.157 -0.696 -0.43
C -0.724 0.651 -1.124 -0.24
N -1.851 -0.333 -1.496 -0.64
C -1.973 -0.428 -2.957 -0.44
H 2.836 1.904 -0.822 0.20
H 3.641 2.141 0.799 0.21
H 2.785 3.395 -0.080 0.21
H 1.677 1.938 1.904 0.20
H 0.728 2.610 0.755 0.20
H 2.084 -0.146 0.751 0.21
H 0.390 0.005 1.373 0.20
H 0.174 -1.192 -0.484 0.21
H 1.175 -0.342 -1.522 0.20
H -0.479 1.260 -2.004 0.19
H -1.204 1.413 -0.420 0.19
H -2.668 0.120 -1.036 0.36
H -1.168 -1.036 -3.421 0.20
H -2.778 -1.176 -3.117 0.20
H -2.258 0.423 -3.603 0.18
H -1.835 -1.120 1.627 0.47
H -2.021 -2.245 0.514 0.49
O -2.386 -1.832 1.304 -0.96
H 1.096 -2.570 2.295 0.48
H 0.612 -1.503 3.397 0.48
O 1.273 -1.746 2.750 -0.96
```

***

3.
The following is a quantum chemistry calculation of a 2-piece molecular cluster, C6H19NSSi2 overall, from the Open Molecules 2025 dataset.

Relative energy (zero: lowest compared OMol25 entry of this formula, charge and spin), kcal per mole: 143.6
HOMO energy (alpha / beta), eV: -7.252 / -6.504
LUMO (alpha / beta), eV: -0.91 / -1.56
HOMO-LUMO gap (alpha / beta), eV: 6.339 / 4.943

```
29
Properties=species:S:1:pos:R:3:nbo_charge:R:1
C -1.432 -1.201 1.097 -0.62
C -0.070 -3.138 -0.197 -0.62
C 0.067 -2.891 2.260 -0.60
C 1.483 2.313 0.253 -0.47
C 0.689 0.274 -2.670 -1.01
C -0.180 -2.079 0.893 -0.10
N 0.183 2.642 -0.430 -1.26
Si -0.461 4.302 -0.175 1.14
Si -0.390 1.417 -1.483 1.49
S 1.438 -1.165 0.686 -0.39
H -1.403 -0.769 2.066 0.23
H -1.245 -0.461 0.338 0.18
H -2.173 -1.875 0.783 0.21
H -0.805 -3.832 -0.205 0.19
H 0.819 -3.752 -0.263 0.23
H -0.252 -2.560 -1.136 0.19
H 0.353 -2.362 3.075 0.21
H -0.860 -3.598 2.393 0.18
H 0.836 -3.522 2.140 0.20
H 1.568 1.156 0.157 0.26
H 2.154 2.960 -0.289 0.20
H 1.465 2.534 1.426 0.21
H 0.082 -0.464 -2.925 0.23
H 1.012 0.925 -3.544 0.23
H 1.496 -0.031 -2.125 0.26
H -1.704 4.527 -0.807 -0.18
H -0.577 4.595 1.204 -0.18
H 0.524 4.975 -0.915 -0.19
H -1.603 2.066 -1.936 -0.21
```

***

4.
The following is a quantum chemistry calculation of C6H19O7Zn as an isolated structure, from the Open Molecules 2025 dataset.

Relative energy (zero: lowest compared OMol25 entry of this formula, charge and spin), kcal per mole: 15.3
HOMO energy, eV: -11.549
LUMO, eV: -2.83
Net charge: +1
HOMO-LUMO gap, eV: 8.718

```
33
Properties=species:S:1:pos:R:3:nbo_charge:R:1
Zn 0.366 -0.643 -0.447 1.73
O 1.035 -0.268 -2.293 -1.33
H 1.076 0.663 -2.587 0.45
C -1.845 -0.467 1.314 -0.12
C -2.338 -1.306 0.176 -0.11
O -1.675 -1.066 -1.041 -0.77
O -0.408 -0.430 1.433 -0.79
H -2.241 -1.015 2.169 0.21
H -2.307 0.520 1.319 0.19
H -3.411 -1.257 -0.006 0.22
H -2.112 -2.364 0.305 0.19
H -2.287 -1.142 -1.777 0.53
H -0.296 -0.020 2.293 0.53
C 2.368 -1.891 1.241 -0.11
C 2.067 -2.966 0.188 -0.11
O 0.900 -2.691 -0.610 -0.78
O 2.226 -0.633 0.613 -0.78
H 3.339 -1.932 1.734 0.22
H 1.676 -1.933 2.082 0.19
H 1.912 -3.987 0.537 0.20
H 2.898 -3.089 -0.506 0.19
H 1.195 -3.009 -1.466 0.52
H 3.088 -0.248 0.436 0.52
C -0.398 2.654 0.289 -0.09
C -1.159 3.449 -0.746 -0.10
O -0.172 4.244 -1.452 -0.73
O 0.387 1.582 -0.326 -0.79
H -1.070 2.250 1.046 0.17
H 0.315 3.270 0.838 0.20
H -1.829 4.137 -0.230 0.18
H -1.728 2.887 -1.486 0.19
H -0.619 4.649 -2.198 0.48
H 1.046 2.053 -0.842 0.51
```

***

5.
The following is a quantum chemistry calculation of C6H20AlN5O4 as an isolated structure, from the Open Molecules 2025 dataset.

HOMO energy, eV: -15.984
LUMO, eV: -12.06
Net charge: +2
HOMO-LUMO gap, eV: 3.920

```
36
Properties=species:S:1:pos:R:3:nbo_charge:R:1
Al 0.977 1.331 1.695 1.53
O 0.466 2.892 3.951 -0.64
H 0.138 2.947 4.870 0.48
C 0.489 -2.615 2.363 0.77
O 0.713 -1.562 1.748 -0.71
N 0.035 -3.715 1.792 -0.81
N 0.820 -2.924 3.518 -0.75
H -0.458 -4.406 2.340 0.41
H -0.127 -3.589 0.803 0.40
H 1.315 -2.289 4.127 0.41
H 0.695 -3.882 3.813 0.41
C -2.416 -0.509 0.250 0.78
O -1.332 -0.019 0.407 -0.72
N -2.713 -1.602 -0.449 -0.81
N -3.513 0.028 0.664 -0.79
H -3.644 -1.985 -0.533 0.42
H -1.913 -2.198 -0.608 0.40
H -3.421 0.847 1.247 0.40
H -4.352 -0.522 0.779 0.41
C 0.076 2.934 -3.102 -0.64
C 0.209 2.035 -1.900 -0.08
C 1.201 0.874 -2.096 -0.07
O 1.537 0.161 -0.918 -0.56
C 2.386 -0.975 -1.172 -0.26
N 0.837 2.882 -0.844 -0.73
H 0.829 3.720 -3.162 0.23
H -0.887 3.442 -3.158 0.25
H 0.115 2.266 -3.963 0.25
H -0.750 1.707 -1.499 0.24
H 2.088 1.386 -2.467 0.17
H 0.858 0.267 -2.934 0.21
H 1.783 -1.670 -1.755 0.19
H 2.571 -1.473 -0.220 0.21
H 3.324 -0.790 -1.696 0.20
H 1.729 3.253 -1.139 0.40
H 0.334 3.752 -0.751 0.40
```

***

6.
The following is a quantum chemistry calculation of C6H20B2Br6Na3 as an isolated structure, from the Open Molecules 2025 dataset.

HOMO energy (alpha / beta), eV: -14.349 / -14.348
LUMO (alpha / beta), eV: -6.84 / -12.10
Net charge: +2
<S²>: 0.754
HOMO-LUMO gap (alpha / beta), eV: 7.504 / 2.251
2S+1: 2

```
37
Properties=species:S:1:pos:R:3:nbo_charge:R:1
Na 1.468 10.105 12.226 0.94
Na 3.799 12.988 12.772 0.98
Na 0.142 13.597 12.823 0.98
B 1.388 11.711 14.112 -0.90
H 0.442 11.300 13.793 -0.01
H 1.940 11.849 13.195 -0.09
H 1.240 12.661 14.601 -0.03
H 1.793 10.899 14.696 0.04
B 4.032 10.239 11.831 -0.85
H 4.640 10.103 10.950 0.04
H 3.419 9.360 11.955 -0.02
H 4.628 10.206 12.730 0.00
H 3.431 11.114 11.640 -0.13
Br -0.275 9.020 17.955 0.02
C -1.225 9.941 16.514 -0.45
C -1.217 11.526 16.633 -0.43
Br -2.132 12.715 15.301 -0.02
H -2.236 9.542 16.595 0.24
H -0.860 9.600 15.546 0.23
H -0.172 11.826 16.702 0.20
H -1.660 11.809 17.588 0.23
Br 2.968 14.117 17.388 0.08
C 3.158 12.183 17.843 -0.45
C 2.459 11.882 19.153 -0.50
Br 3.253 12.686 20.779 0.73
H 4.237 12.114 17.980 0.26
H 2.791 11.546 17.039 0.28
H 2.354 10.803 19.265 0.31
H 1.431 12.219 19.022 0.28
Br 4.846 8.935 17.190 0.00
C 3.367 8.994 15.860 -0.46
C 3.284 7.710 15.119 -0.43
Br 1.856 7.645 13.736 -0.01
H 3.510 9.767 15.104 0.23
H 2.403 9.178 16.335 0.21
H 2.992 7.041 15.928 0.23
H 4.255 7.348 14.781 0.25
```

***

Number 1: E -1033.8726 hartree. Number 2: E -445.1680 hartree. Number 3: E -1271.7582 hartree. Number 4: E -2545.7505 hartree. Number 5: E -1057.0201 hartree. Number 6: E -16220.5206 hartree.